(P)
C4H7N2O | ωB97M-V/def2-TZVPD

XYZ file:
```
14
C4H7N2O | the Open Molecules 2025 dataset | ωB97M-V/def2-TZVPD
C 1.901 0.178 -0.344
C 0.098 -1.517 0.129
C 1.821 1.403 0.246
C -1.531 0.298 0.061
N 1.160 -0.932 -0.065
N -1.284 -1.012 -0.014
O -2.683 0.814 0.004
H 2.522 -0.096 -1.175
H -0.022 -2.535 0.461
H 1.207 1.778 1.105
H 2.728 2.031 0.044
H -0.576 0.904 0.430
H -1.941 -1.611 -0.426
H -3.401 0.296 -0.455
```

Calculated values
- charge = +1
- M (g/mol) = 99.11
- lowest unoccupied orbital energy (eV) = -4.942
- SMILES string = C=C/N=C\[NH+]=C\O


(Q)
C4H7N2O | ωB97M-V/def2-TZVPD

XYZ file:
```
14
C4H7N2O | the Open Molecules 2025 dataset | ωB97M-V/def2-TZVPD
C -0.423 -0.689 1.225
C -0.622 1.775 -1.084
C 1.191 0.194 -0.355
C -0.140 0.269 -1.037
N 0.850 -0.260 1.063
N -1.148 -0.640 0.130
O -0.831 2.451 -0.138
H -0.702 -0.990 2.234
H -0.240 2.300 -2.022
H 1.875 -0.469 -0.944
H 1.702 1.203 -0.259
H -0.296 -0.408 -1.947
H 1.633 -0.209 1.820
H -2.193 -0.895 0.044
```

Calculated values
- charge = +1
- M (g/mol) = 99.11
- lowest unoccupied orbital energy (eV) = -4.165
- SMILES string = O=C[C@H]1CNC=[NH+]1


(R)
C4H7N2O | ωB97M-V/def2-TZVPD

XYZ file:
```
14
C4H7N2O | the Open Molecules 2025 dataset | ωB97M-V/def2-TZVPD
C -0.003 1.024 1.025
C -0.288 -0.185 1.643
C 0.072 1.279 -0.342
C 0.198 -0.012 -2.395
N 0.369 0.324 -1.180
N -0.544 -1.409 1.268
O 1.098 -0.461 -3.193
H 0.010 1.854 1.635
H -0.482 -0.057 2.668
H -0.087 2.236 -0.676
H -0.774 -0.081 -2.806
H -1.151 -1.946 1.789
H -0.301 -1.718 0.419
H 1.959 -0.460 -2.845
```

Calculated values
- charge = +1
- M (g/mol) = 99.11
- lowest unoccupied orbital energy (eV) = -4.843
- SMILES string = [NH2+]=C/C=C\N=C\O


(S)
C4H7N2O | ωB97M-V/def2-TZVPD

XYZ file:
```
14
C4H7N2O | the Open Molecules 2025 dataset | ωB97M-V/def2-TZVPD
C -1.359 1.732 -1.975
C -0.189 -0.649 0.932
C -1.299 -1.313 0.289
C 2.098 0.414 0.439
N -0.911 0.908 -1.323
N 0.736 0.282 0.815
O 0.249 -0.631 2.132
H -1.747 2.517 -2.586
H -1.658 -2.169 0.901
H -1.197 -1.943 -0.592
H -2.008 -0.598 0.046
H 2.585 -0.545 0.042
H 1.948 1.204 -0.258
H 2.754 0.791 1.136
```

Calculated values
- charge = +1
- M (g/mol) = 99.11
- lowest unoccupied orbital energy (eV) = -5.357


In terms of stability, (R) leads; the second structure lies 0.423 eV higher.


(P)
C5H11NO | ωB97M-V/def2-TZVPD

XYZ file:
```
18
C5H11NO | the Open Molecules 2025 dataset | ωB97M-V/def2-TZVPD
O 2.108 -0.954 -0.103
C 1.173 -1.037 -0.799
C -0.289 -0.728 -0.224
C -0.247 0.407 0.865
C -1.673 0.655 1.315
C 0.437 1.674 0.348
N -1.161 -0.425 -1.267
H 1.283 -1.391 -1.833
H -0.656 -1.635 0.283
H 0.380 -0.051 1.631
H -2.228 1.244 0.601
H -1.641 1.167 2.273
H -2.228 -0.273 1.455
H -0.188 2.209 -0.367
H 0.541 2.359 1.180
H 1.414 1.474 -0.075
H -1.260 -1.128 -1.997
H -1.113 0.534 -1.616
```

Calculated values
- charge = +1
- M (g/mol) = 101.15
- lowest unoccupied orbital energy (alpha / beta) (eV) = -4.601 / -8.632
- spin multiplicity = 2


(Q)
C5H11NO | ωB97M-V/def2-TZVPD

XYZ file:
```
18
C5H11NO | the Open Molecules 2025 dataset | ωB97M-V/def2-TZVPD
O -1.979 0.648 2.339
C -1.452 -0.071 1.597
C -0.938 0.391 0.100
C 0.630 0.285 0.199
C 1.145 1.024 -1.033
C 1.082 -1.172 0.430
N -1.621 -0.368 -0.855
H -1.279 -1.159 1.723
H -1.134 1.459 0.106
H 0.896 0.824 1.107
H 1.195 0.402 -1.940
H 2.164 1.380 -0.930
H 0.409 1.763 -1.342
H 1.842 -1.241 1.203
H 0.319 -1.871 0.778
H 1.525 -1.545 -0.474
H -1.916 0.165 -1.676
H -0.886 -0.914 -1.329
```

Calculated values
- charge = +1
- M (g/mol) = 101.15
- lowest unoccupied orbital energy (alpha / beta) (eV) = -4.560 / -8.566
- spin multiplicity = 2


In terms of stability, (P) leads; the second structure lies 0.583 eV higher.


(P)
C4H8N3OS | ωB97M-V/def2-TZVPD

XYZ file:
```
17
C4H8N3OS | the Open Molecules 2025 dataset | ωB97M-V/def2-TZVPD
C -1.395 -1.198 1.483
C -0.654 0.814 0.638
C -1.447 0.186 1.534
C 0.169 -1.272 -0.093
N -0.676 -1.893 0.642
N 0.341 0.081 0.016
N -0.722 2.086 0.318
O 0.997 -1.937 -0.902
S 2.173 0.953 -2.167
H -2.078 -1.834 2.095
H 2.080 -0.023 -3.040
H -2.041 0.758 2.155
H 1.155 0.641 -0.566
H -1.318 2.765 0.712
H -0.293 2.464 -0.550
H 0.739 -2.842 -0.894
H 2.969 0.251 -1.382
```

Calculated values
- charge = +1
- M (g/mol) = 146.20
- lowest unoccupied orbital energy (eV) = -3.896


(Q)
C4H8N3OS | ωB97M-V/def2-TZVPD

XYZ file:
```
17
C4H8N3OS | the Open Molecules 2025 dataset | ωB97M-V/def2-TZVPD
C 1.622 1.137 0.152
C 1.956 -0.228 0.273
C -0.275 0.001 -0.397
C 3.165 -0.810 0.819
N 0.800 -0.880 -0.142
N 0.294 1.223 -0.215
N -4.317 -0.143 -1.180
O -3.888 0.614 1.049
S -3.783 -0.612 0.323
H 2.240 1.953 0.244
H 2.957 -0.821 1.841
H 3.245 -1.726 0.326
H 4.122 -0.256 0.580
H 0.502 -1.806 -0.196
H -0.223 2.047 -0.293
H -3.886 -0.550 -1.996
H -4.531 0.858 -1.189
```

Calculated values
- charge = +1
- M (g/mol) = 146.20
- lowest unoccupied orbital energy (alpha / beta) (eV) = -7.210 / -7.209


In terms of stability, (P) leads; the second structure lies 3.751 eV higher.


(P)
C4H33NO13 | ωB97M-V/def2-TZVPD

XYZ file:
```
51
C4H33NO13 | the Open Molecules 2025 dataset | ωB97M-V/def2-TZVPD
C -2.352 -0.192 1.951
C -1.025 -0.807 2.304
C 0.291 -0.040 2.303
C 0.552 1.049 3.318
O 1.689 1.428 3.476
N -0.730 -2.090 1.650
H -2.691 -0.141 0.914
H -2.505 0.862 2.178
H -3.090 -0.737 2.541
H -1.014 -1.085 3.378
H 0.406 0.574 1.399
H 1.210 -0.614 2.466
H -0.336 1.540 3.750
H -1.479 -2.747 1.814
H -0.496 -1.926 0.680
H 2.664 -3.173 2.375
H 1.170 -3.168 2.581
O 2.000 -3.256 3.061
H 3.496 -1.410 0.563
H 2.224 -1.973 1.006
O 2.842 -2.089 0.267
H -1.266 -1.039 -2.100
H -0.006 -1.645 -1.597
O -0.774 -1.865 -2.158
H -1.516 1.408 -0.199
H -0.327 2.409 -0.270
O -0.576 1.489 -0.389
H -1.381 -3.569 -0.619
H -2.096 -3.457 -1.987
O -1.938 -4.032 -1.243
H -2.992 2.623 -2.590
H -2.211 1.429 -2.713
O -2.804 1.833 -2.060
H -3.074 2.055 -0.361
H -3.707 2.984 0.575
O -3.346 2.088 0.584
H -0.765 2.672 -3.466
H 0.063 3.892 -3.131
O -0.838 3.625 -3.344
H 1.580 -1.358 -2.312
H 2.127 -1.080 -0.863
O 1.541 -0.737 -1.581
H 3.119 0.759 1.773
H 4.630 0.508 1.291
O 3.716 0.238 1.219
H 1.909 2.514 -1.797
H 3.041 2.251 -2.743
O 2.277 2.823 -2.615
H -1.300 -0.232 -3.868
H 0.123 0.161 -3.159
O -0.750 0.429 -3.444
```

Calculated values
- M (g/mol) = 303.30
- lowest unoccupied orbital energy (eV) = -0.035


(Q)
C4H33NO13 | ωB97M-V/def2-TZVPD

XYZ file:
```
51
C4H33NO13 | the Open Molecules 2025 dataset | ωB97M-V/def2-TZVPD
C -1.447 0.492 3.218
N -1.536 0.659 1.772
C 0.685 0.721 0.683
C -0.529 -0.179 1.038
C -0.148 -1.480 1.640
O 0.212 -2.357 0.873
H -0.534 0.894 3.678
H -2.288 1.020 3.685
H -1.502 -0.557 3.491
H -1.360 1.616 1.495
H 1.220 0.367 -0.181
H 0.282 1.705 0.411
H 1.294 0.922 1.560
H -1.026 -0.416 0.080
H -0.186 -1.758 2.686
H -1.859 3.139 -1.362
H -2.886 2.380 -0.448
O -2.067 2.291 -0.941
H 2.970 0.098 2.281
H 3.449 -0.952 3.238
O 3.037 -0.080 3.226
H -1.888 -2.151 -1.884
H -1.798 -2.615 -3.388
O -1.621 -1.889 -2.784
H -2.715 -1.634 0.472
H -3.621 -1.376 -0.610
O -2.914 -2.005 -0.401
H 0.485 4.754 -2.034
H 0.807 3.227 -1.920
O 0.254 3.953 -1.551
H 1.731 -0.716 5.092
H 2.012 -0.232 3.615
O 1.361 -0.625 4.212
H 0.752 1.537 -2.876
H 2.270 1.529 -2.413
O 1.611 2.013 -2.932
H 2.298 -0.467 -1.382
H 3.855 -0.303 -1.739
O 3.182 -0.050 -1.101
H -4.415 0.186 -1.574
H -5.543 0.991 -1.114
O -5.376 0.116 -1.488
H -1.100 0.013 -2.934
H -1.130 0.951 -1.702
O -0.535 0.583 -2.387
H 4.716 -1.944 0.475
H 3.443 -1.168 0.156
O 3.842 -1.761 0.843
H 0.460 -0.810 -2.271
H 1.048 -2.121 -1.663
O 1.295 -1.327 -2.157
```

Calculated values
- M (g/mol) = 303.30
- lowest unoccupied orbital energy (eV) = -0.097


In terms of stability, (P) leads; the second structure lies 1.082 eV higher.


(P)
C5H15NO2 | ωB97M-V/def2-TZVPD

XYZ file:
```
23
C5H15NO2 | the Open Molecules 2025 dataset | ωB97M-V/def2-TZVPD
C 0.258 -2.339 0.342
C -0.777 -1.436 0.971
C -0.261 0.028 0.905
N -1.130 1.093 1.281
C -1.950 1.617 0.253
C -1.215 2.750 -0.496
H 0.290 -3.384 0.656
H 1.241 -1.900 0.632
H 0.376 -2.248 -0.740
H -1.787 -1.442 0.530
H -0.023 0.081 -0.169
H 0.658 0.069 1.491
H -2.168 0.856 -0.530
H -2.880 1.995 0.690
H -1.953 3.171 -1.198
H -0.879 3.556 0.151
H -0.445 2.368 -1.168
H 3.922 -0.998 0.039
H -0.955 -1.787 1.997
O 2.985 -1.184 0.102
H 2.375 -0.644 -1.157
H 2.458 0.153 -2.547
O 1.861 -0.376 -2.035
```

Calculated values
- charge = -1
- M (g/mol) = 121.18
- lowest unoccupied orbital energy (alpha / beta) (eV) = 3.781 / 3.197
- spin multiplicity = 2


(Q)
C5H15NO2 | ωB97M-V/def2-TZVPD

XYZ file:
```
23
C5H15NO2 | the Open Molecules 2025 dataset | ωB97M-V/def2-TZVPD
C 2.228 1.110 1.394
N 0.932 1.472 0.820
C -0.045 0.409 1.196
C -1.191 0.709 0.286
C -0.520 1.205 -1.016
C 0.959 1.226 -0.655
H 2.148 1.084 2.482
H 2.973 1.870 1.134
H 2.592 0.163 0.995
H 0.392 -0.569 0.960
H -0.170 0.426 2.276
H -1.834 1.516 0.615
H -1.862 -0.132 0.115
H -0.897 2.195 -1.281
H -0.670 0.565 -1.890
H 1.373 0.221 -0.776
H 1.490 2.037 -1.148
H -0.176 -1.668 -1.915
H -0.447 -3.050 -2.406
O -0.242 -2.583 -1.565
H -1.622 -2.508 -0.145
H -3.141 -2.754 0.082
O -2.272 -2.942 0.441
```

Calculated values
- charge = -1
- M (g/mol) = 121.18
- lowest unoccupied orbital energy (alpha / beta) (eV) = 3.651 / 3.581
- spin multiplicity = 2


In terms of stability, (Q) leads; the second structure lies 0.270 eV higher.


(P)
H9NSi3 | ωB97M-V/def2-TZVPD

XYZ file:
```
13
H9NSi3 | the Open Molecules 2025 dataset | ωB97M-V/def2-TZVPD
N -1.618 1.352 -0.880
Si 3.576 -0.173 -0.169
Si -1.644 0.281 0.503
Si -1.241 -1.795 -0.302
H -1.352 2.232 -0.389
H -2.446 1.600 -1.394
H 3.210 0.144 1.226
H 4.565 0.849 -0.635
H 2.395 -0.804 -0.956
H -2.845 0.496 1.202
H -0.814 1.081 1.606
H -1.869 -2.890 0.314
H 0.083 -2.373 -0.125
```

Calculated values
- M (g/mol) = 107.34
- lowest unoccupied orbital energy (alpha / beta) (eV) = -0.606 / -1.492


(Q)
H9NSi3 | ωB97M-V/def2-TZVPD

XYZ file:
```
13
H9NSi3 | the Open Molecules 2025 dataset | ωB97M-V/def2-TZVPD
N -1.035 -1.998 0.511
Si -1.763 1.249 -0.023
Si 3.061 0.431 -0.136
Si -0.443 -0.725 -0.536
H -1.595 -1.731 1.229
H -1.309 -2.913 0.136
H -2.312 0.522 1.311
H -3.004 1.647 -0.672
H -1.013 2.577 0.077
H 4.258 -0.350 -0.067
H 3.432 1.503 -1.041
H 2.602 0.941 1.174
H -0.879 -1.153 -1.964
```

Calculated values
- M (g/mol) = 107.34
- lowest unoccupied orbital energy (alpha / beta) (eV) = -1.012 / -0.937


In terms of stability, (Q) leads; the second structure lies 0.879 eV higher.


(P)
C4H2N2 | ωB97M-V/def2-TZVPD

XYZ file:
```
8
C4H2N2 | the Open Molecules 2025 dataset | ωB97M-V/def2-TZVPD
C 0.032 1.225 -0.007
C -0.006 -0.102 0.013
C 1.179 -0.926 -0.014
C -1.260 -0.828 -0.040
H -0.866 1.834 -0.063
H 0.967 1.807 0.092
N 2.172 -1.514 -0.002
N -2.218 -1.495 0.020
```

Calculated values
- M (g/mol) = 78.07
- lowest unoccupied orbital energy (eV) = -0.846
- SMILES string = C=C(C#N)C#N


(Q)
C4H2N2 | ωB97M-V/def2-TZVPD

XYZ file:
```
8
C4H2N2 | the Open Molecules 2025 dataset | ωB97M-V/def2-TZVPD
C 2.966 -0.532 -0.001
C -3.113 -0.103 -0.004
C 1.890 0.005 0.006
C -0.251 1.232 -0.002
N -2.058 -0.530 0.011
N 0.762 0.641 -0.001
H 3.896 -1.017 0.004
H -4.091 0.302 -0.012
```

Calculated values
- M (g/mol) = 78.07
- lowest unoccupied orbital energy (eV) = 1.015


(R)
C4H2N2 | ωB97M-V/def2-TZVPD

XYZ file:
```
8
C4H2N2 | the Open Molecules 2025 dataset | ωB97M-V/def2-TZVPD
C 0.291 2.422 1.625
C 0.624 -1.693 -2.540
C 0.561 1.286 1.285
C 1.230 -0.952 0.582
N -0.216 -1.494 -1.793
N 0.966 0.063 1.071
H -0.030 3.341 2.049
H 1.425 -1.811 -3.133
```

Calculated values
- M (g/mol) = 78.07
- lowest unoccupied orbital energy (eV) = 0.909


In terms of stability, (P) leads; the second structure lies 2.926 eV higher.


(P)
C8H8 | ωB97M-V/def2-TZVPD

XYZ file:
```
16
C8H8 | the Open Molecules 2025 dataset | ωB97M-V/def2-TZVPD
C 2.384 -0.407 -0.428
C 2.196 0.502 0.489
C -1.518 -1.226 0.684
C -1.010 -1.017 -0.700
C 1.029 -0.272 0.117
C -0.065 -1.199 0.472
C -0.271 0.216 -0.554
C -0.794 1.594 -0.170
H 3.067 -1.002 -1.213
H 2.772 1.177 1.104
H -2.085 -0.377 1.170
H -1.813 -2.128 1.046
H -1.204 -1.476 -1.675
H -1.727 1.695 -0.635
H -0.112 2.130 -0.668
H -0.851 1.788 0.961
```

Calculated values
- M (g/mol) = 104.15
- lowest unoccupied orbital energy (eV) = 1.073
- SMILES string = C[C@]12[C@@H]3C[C@]31C21C=C1


(Q)
C8H8 | ωB97M-V/def2-TZVPD

XYZ file:
```
16
C8H8 | the Open Molecules 2025 dataset | ωB97M-V/def2-TZVPD
C -3.078 0.087 0.451
C -1.953 -0.229 0.158
C 1.419 -1.379 0.177
C 0.148 -1.752 -0.052
C 0.393 0.699 -0.105
C 0.075 1.966 -0.123
C 1.758 0.110 0.137
C -0.655 -0.537 -0.420
H -3.871 0.627 0.775
H 2.204 -2.054 0.448
H -0.225 -2.756 -0.140
H -0.906 2.125 -0.332
H 0.748 2.882 0.023
H 2.093 0.442 1.112
H 2.596 0.485 -0.528
H -0.747 -0.716 -1.580
```

Calculated values
- M (g/mol) = 104.15
- lowest unoccupied orbital energy (eV) = 1.014
- SMILES string = C#C[C@@H]1C=CCC1=C


In terms of stability, (Q) leads; the second structure lies 4.935 eV higher.